Entry from the Open Molecules 2025 dataset: a structure of composition C11H14BN7OSn at a distorted geometry (ωB97M-V/def2-TZVPD).

Output
Charge: +2
Gap between HOMO and LUMO (alpha / beta), Eh: 0.25695 / 0.13233
Max |F|, eV Å⁻¹: 5.94
ΔE to the lowest compared entry with this formula, charge and spin, kcal per mole: 0.0
Highest occupied orbital energy (alpha / beta), eV: -15.183 / -14.816

Last column: natural (NBO) charge in e.
Element x y z (Å)
H  -0.98022  -3.29065  -0.93988  0.260
N  -0.03097  -1.37797  -1.12616  -0.538
B  1.64202  0.56403  -1.61260  0.545
N  1.08557  -0.91659  -1.77283  -0.334
C  1.56125  -1.95658  -2.48756  0.073
Sn  -1.64811  -0.01242  -0.53678  1.534
H  2.47644  -1.81225  -3.03836  0.256
C  0.72475  -3.06476  -2.33363  -0.298
H  0.82169  -4.06466  -2.75377  0.282
C  -0.24842  -2.67791  -1.44043  0.014
H  2.58868  0.97306  -2.22373  0.012
C  -2.21430  -0.28529  3.15480  -0.626
H  -3.17673  -0.64076  2.67512  0.225
H  -1.96396  0.80302  3.20498  0.211
H  -1.40315  -1.04358  3.38794  0.217
N  2.00009  0.64499  -0.07360  -0.286
N  0.60456  1.71802  -2.01676  -0.315
N  0.97512  0.42918  0.82633  -0.164
N  -0.49599  1.76350  -1.23196  -0.520
C  3.18541  0.82429  0.57410  0.140
C  0.51674  2.75950  -2.86937  0.065
H  4.07562  0.96954  -0.00780  0.274
H  1.32977  2.99220  -3.53275  0.261
C  2.94335  0.75699  1.95167  -0.004
C  -0.71926  3.38814  -2.66692  -0.291
C  1.56356  0.46376  2.03902  -0.043
C  -1.35189  2.73732  -1.62349  -0.011
H  3.67370  0.86606  2.74833  0.282
H  -1.12910  4.21299  -3.19151  0.272
H  1.03390  0.24434  2.94237  0.256
H  -2.23677  2.86028  -0.98927  0.252
H  -2.90858  -1.06529  4.28359  0.386
O  -4.63362  -3.26695  2.67179  -0.505
C  -4.09787  -2.55990  3.53570  0.817
N  -3.56326  -1.93565  4.47341  -0.704

Force components x, y, z for each atom (eV/Å):
-0.4 0.2 -0.1
-1.0 1.0 0.6
0.2 1.1 -0.6
-0.3 -0.5 -0.6
0.0 0.3 -0.1
0.9 0.1 0.4
0.0 -0.2 -0.2
0.6 -0.5 -0.2
0.2 0.5 0.1
1.0 0.8 -0.2
0.3 -1.2 -0.1
0.8 0.2 -1.5
1.8 1.0 0.0
-0.4 -1.1 0.1
-1.0 1.1 -0.6
2.5 0.8 0.4
-0.7 -0.5 1.3
1.1 -0.2 3.3
-1.5 -1.7 0.7
-2.4 -0.1 -3.7
-0.4 -0.4 0.3
0.3 0.1 0.0
0.0 0.0 -0.2
-0.2 -0.4 1.1
0.1 0.2 -0.1
-1.4 -0.2 -1.1
1.6 -0.6 0.3
-0.2 0.0 -0.1
0.0 0.6 -0.4
-0.4 0.1 0.2
0.2 0.4 -0.8
-1.7 -1.8 1.1
2.5 3.5 4.1
-1.0 -1.9 -1.4
-1.0 -1.0 -1.9